[1]
ORCA calculation (ωB97M-V/def2-TZVPD) on a molecular structure, C31H38IrN4O3P2Se2.

Structure (XYZ):
```
81
Properties=species:S:1:pos:R:3:forces:R:3:lowdin_spin:R:1
Ir -0.220 0.033 -0.134 0.2 0.3 0.8 0.4796
Se 1.170 1.714 1.133 -0.1 0.1 0.2 -0.0057
P 2.796 1.142 -0.159 0.7 0.5 -0.2 0.0173
Se 1.888 -0.792 -0.736 -0.2 -0.2 -0.4 0.1931
C 4.403 0.945 0.587 -0.1 -0.1 0.1 -0.0001
C 5.036 -0.290 0.680 0.0 -0.1 0.0 0.0013
C 6.287 -0.372 1.273 0.0 0.0 0.0 0.0002
C 6.888 0.771 1.778 0.0 0.0 0.0 0.0003
C 6.256 2.006 1.680 0.0 0.0 0.0 0.0004
C 5.013 2.101 1.081 0.0 0.0 0.0 -0.0003
C 3.014 2.210 -1.578 -0.1 -0.1 -0.1 0.0086
C 2.403 3.458 -1.638 0.0 0.0 0.0 0.0009
C 2.615 4.264 -2.747 0.0 0.0 0.0 0.0009
C 3.416 3.819 -3.788 0.0 0.0 0.0 0.0016
C 4.027 2.570 -3.726 0.0 0.0 0.0 0.0002
C 3.832 1.764 -2.620 0.1 0.0 0.0 0.0044
H 4.567 -1.189 0.296 0.0 0.0 0.0 0.0003
H 6.789 -1.327 1.342 0.0 0.0 0.0 0.0000
H 7.857 0.702 2.253 0.0 0.0 0.0 0.0000
H 6.737 2.895 2.065 0.0 0.0 0.0 0.0000
H 4.524 3.066 1.001 0.0 0.0 0.0 0.0000
H 1.771 3.800 -0.828 0.0 0.0 0.0 -0.0001
H 2.153 5.241 -2.794 0.0 0.0 0.0 0.0001
H 3.572 4.449 -4.654 0.0 0.0 0.0 0.0001
H 4.662 2.234 -4.534 0.0 0.0 0.0 0.0000
H 4.323 0.798 -2.566 0.0 0.0 0.0 0.0007
C -2.868 4.868 -0.354 -0.1 0.0 0.0 0.0001
C -2.593 3.862 0.598 -0.1 0.0 0.0 -0.0004
C -1.868 2.760 0.254 0.1 -0.1 -0.1 0.0009
C -1.330 2.610 -1.058 -0.1 -0.1 -0.1 0.0037
C -0.505 1.524 -1.489 0.2 0.0 -0.2 0.0776
C 0.006 1.476 -2.761 0.0 0.1 0.0 0.0235
C -0.326 2.473 -3.701 0.0 0.0 0.0 0.0072
C -1.140 3.505 -3.339 0.0 0.0 -0.1 -0.0003
C -1.642 3.608 -2.022 0.0 0.0 0.1 0.0004
C -2.427 4.726 -1.634 0.0 -0.1 -0.1 -0.0005
H -3.442 5.738 -0.066 0.0 0.0 0.0 0.0000
H -2.963 3.971 1.609 0.0 0.0 0.0 0.0001
H -1.695 2.002 1.010 0.0 0.0 0.1 0.0002
H 0.691 0.696 -3.062 0.0 0.0 0.0 0.0020
H 0.076 2.409 -4.703 0.0 0.0 0.0 0.0016
H -1.407 4.270 -4.057 0.0 0.0 0.0 0.0001
H -2.674 5.465 -2.386 0.1 0.0 0.0 0.0000
C -0.594 -1.950 -2.498 -0.2 0.1 0.0 0.0016
N -1.389 -2.871 -3.256 0.0 0.0 0.0 0.0008
C -1.840 -3.965 -2.394 0.0 0.0 0.0 0.0000
N -2.649 -3.447 -1.289 0.0 0.0 0.0 0.0004
C -1.866 -2.527 -0.517 0.0 0.0 -0.1 0.0033
N -1.367 -1.348 -1.335 -0.1 -0.2 0.0 0.0056
C -2.603 -0.689 -1.938 0.0 -0.1 0.0 0.0008
N -3.382 -1.628 -2.696 0.0 -0.1 0.0 -0.0002
C -2.566 -2.171 -3.786 0.0 0.0 0.0 0.0001
C -3.809 -2.737 -1.841 0.0 0.0 0.0 0.0001
H -0.282 -1.131 -3.142 0.1 0.0 0.0 0.0001
H 0.283 -2.458 -2.094 0.0 -0.1 0.0 0.0002
H -0.973 -4.493 -1.994 0.0 0.0 0.0 0.0000
H -2.435 -4.663 -2.980 0.0 0.0 0.0 0.0000
H -0.987 -3.030 -0.111 0.0 0.0 0.0 0.0013
H -2.472 -2.133 0.294 0.0 0.0 0.0 0.0003
H -2.269 0.125 -2.577 0.0 0.0 0.0 0.0001
H -3.196 -0.280 -1.116 0.0 0.0 0.0 0.0002
H -2.246 -1.362 -4.444 0.0 0.0 0.0 0.0000
H -3.166 -2.875 -4.359 0.0 0.0 0.0 0.0000
H -4.405 -3.432 -2.429 0.0 0.0 0.0 0.0000
H -4.424 -2.354 -1.024 0.0 0.0 0.0 0.0000
C 0.491 -3.162 2.206 -0.1 0.0 0.0 0.0022
O 0.262 -1.841 2.732 0.1 0.1 0.0 0.0457
P -0.686 -0.731 2.158 -0.3 -0.2 0.0 0.0790
O -2.133 -1.338 2.426 0.0 -0.1 0.0 0.0237
C -3.302 -0.551 2.116 0.0 0.0 0.1 0.0008
O -0.529 0.454 3.168 -0.1 0.1 -0.1 0.0089
C -0.703 0.274 4.608 0.1 0.0 0.0 0.0019
H 1.198 -3.634 2.879 0.0 0.0 0.0 0.0004
H 0.931 -3.095 1.210 0.0 0.0 0.0 0.0008
H -0.439 -3.727 2.191 0.0 0.0 0.0 0.0005
H -3.171 -0.001 1.178 0.0 0.0 0.0 0.0003
H -3.492 0.157 2.921 0.0 0.0 0.0 0.0003
H -4.134 -1.241 2.025 0.0 0.0 0.0 0.0001
H -0.957 1.252 5.001 0.0 0.0 0.0 0.0002
H 0.238 -0.075 5.023 0.0 0.0 0.0 0.0002
H -1.499 -0.440 4.808 0.0 0.0 0.0 0.0003
```
Positions in Å, forces in eV/Å.

Calculated values
E_HOMO (alpha / beta) in eV: -13.26 / -13.23
Gap between HOMO and LUMO (alpha / beta) in eV: 5.48 / 5.16
Multiplicity: 2
Electronic energy in a.u.: -7238.2859
Net charge: +2
E_LUMO (alpha / beta) in eV: -7.78 / -8.07

***

[2]
ORCA calculation (ωB97M-V/def2-TZVPD) on C31H38N4O6 in the gas phase.

Structure (XYZ):
```
79
Properties=species:S:1:pos:R:3:forces:R:3:mulliken_charge:R:1
C 4.879 -2.575 -4.121 -0.1 0.2 0.2 -1.4992
C 4.518 -2.666 -2.640 0.0 -0.2 0.0 1.0407
C 5.452 -3.641 -1.926 -0.1 0.3 0.0 -1.6784
C 3.068 -3.115 -2.432 0.1 0.3 -0.2 -1.5228
C 2.041 -2.166 -3.060 0.1 -0.2 -0.1 -0.0002
N 2.144 -0.835 -2.524 0.1 -0.1 0.0 0.1691
C 2.323 0.243 -3.295 0.1 -0.3 0.2 0.4582
O 2.590 0.221 -4.490 0.0 0.2 -0.2 -0.7793
C 2.177 1.541 -2.599 -0.2 0.2 0.4 -0.1791
N 2.441 2.681 -3.302 0.0 -0.3 0.0 -0.0210
C 2.143 3.730 -2.509 0.0 0.1 0.0 -0.5932
N 1.697 3.344 -1.347 -0.1 0.2 0.3 -0.6581
C 1.706 1.977 -1.369 0.4 0.0 -0.9 1.0190
C 1.229 1.223 -0.202 -0.1 0.1 0.3 0.4374
O 1.417 0.018 -0.041 0.0 -0.2 0.0 -0.9937
N 0.586 1.984 0.694 -0.1 0.2 0.1 0.1100
C -0.072 1.437 1.848 -0.1 -0.3 0.1 0.1065
C 0.222 2.280 3.106 -0.1 -0.1 -0.2 -1.4777
C -0.307 3.677 2.949 0.1 0.0 0.2 0.4324
C 0.441 4.650 2.296 0.0 0.0 0.1 -0.2197
C -0.073 5.920 2.102 0.0 0.1 -0.1 -0.7549
C -1.340 6.234 2.561 0.0 0.1 0.0 -0.4797
C -2.088 5.276 3.223 -0.1 0.0 0.0 -0.8002
C -1.573 4.007 3.415 0.0 0.0 0.0 -0.1441
C -1.586 1.375 1.592 0.5 0.1 -0.4 0.0644
O -2.130 2.032 0.744 -0.1 0.0 0.0 -0.5935
O -2.152 0.516 2.420 0.0 -0.2 0.4 -0.0774
C -3.581 0.240 2.374 -0.7 -0.1 0.0 1.7099
C -3.977 -0.269 0.990 0.2 0.2 0.1 -1.4145
C -3.779 -0.854 3.422 0.2 0.3 -0.2 -1.5655
C -4.366 1.498 2.743 0.3 -0.1 -0.1 -1.7710
C 0.637 -2.730 -2.843 0.3 -0.2 -0.3 -0.2153
O 0.334 -3.878 -3.031 0.0 0.0 0.0 -0.6442
O -0.206 -1.783 -2.432 -0.2 0.4 0.1 -0.1611
C -1.541 -2.184 -2.135 -0.4 -0.2 -0.1 -1.3061
C -1.672 -2.758 -0.747 0.1 0.0 -0.1 0.6977
C -2.630 -3.728 -0.483 0.1 0.1 -0.1 -0.7149
C -2.771 -4.239 0.795 -0.1 0.0 0.0 -0.6535
C -1.952 -3.791 1.818 0.0 -0.1 0.1 -0.5086
C -0.993 -2.827 1.557 0.0 0.0 0.0 -0.4747
C -0.854 -2.308 0.282 0.0 0.0 -0.1 0.1106
H 5.943 -2.376 -4.234 0.1 0.0 -0.1 0.4393
H 4.336 -1.769 -4.608 -0.1 0.1 -0.1 0.3202
H 4.650 -3.510 -4.627 0.0 -0.2 -0.1 0.2938
H 4.640 -1.675 -2.190 0.0 0.0 0.0 0.1883
H 5.362 -4.635 -2.359 0.0 -0.2 0.0 0.3544
H 5.208 -3.704 -0.868 0.0 -0.1 0.1 0.4032
H 6.486 -3.319 -2.021 0.1 0.0 0.0 0.4183
H 2.864 -3.177 -1.360 0.0 -0.1 0.1 0.4744
H 2.917 -4.106 -2.862 0.0 -0.1 0.1 0.5080
H 2.203 -2.098 -4.143 -0.1 -0.1 0.2 0.8417
H 1.906 -0.698 -1.537 0.0 0.2 -0.1 0.5244
H 2.775 2.663 -4.255 0.0 0.0 0.0 0.2213
H 2.263 4.753 -2.805 0.1 0.2 -0.2 0.4643
H 0.406 2.949 0.450 0.0 -0.1 -0.1 0.3857
H 0.297 0.416 1.989 -0.1 0.2 0.0 0.3554
H -0.244 1.788 3.961 0.0 0.0 0.0 0.4429
H 1.303 2.298 3.256 0.0 -0.1 0.0 0.5209
H 1.436 4.416 1.943 0.1 0.0 0.0 0.4239
H 0.518 6.664 1.590 0.1 0.1 0.0 0.3966
H -1.743 7.224 2.406 0.0 0.1 0.0 0.4007
H -3.075 5.517 3.589 -0.1 0.0 0.0 0.4002
H -2.157 3.263 3.938 -0.1 -0.1 0.1 0.4338
H -3.865 0.517 0.249 0.0 0.0 -0.1 0.3848
H -5.015 -0.592 1.007 -0.1 -0.1 0.0 0.5399
H -3.351 -1.113 0.710 0.0 -0.1 0.0 0.1884
H -3.220 -1.741 3.137 0.0 -0.1 0.0 0.2135
H -3.424 -0.513 4.391 0.0 0.0 0.1 0.3980
H -4.832 -1.106 3.499 -0.1 0.0 0.0 0.4013
H -4.109 1.823 3.749 0.0 0.0 0.1 0.3346
H -5.430 1.284 2.709 -0.1 -0.1 0.0 0.5089
H -4.146 2.300 2.044 0.0 0.1 0.0 0.3528
H -2.137 -1.270 -2.227 0.1 -0.1 0.0 0.3532
H -1.873 -2.917 -2.878 0.0 0.2 0.1 0.4244
H -3.264 -4.086 -1.282 -0.1 -0.1 -0.1 0.4218
H -3.518 -4.994 0.991 -0.1 -0.1 0.0 0.3972
H -2.057 -4.199 2.813 0.0 0.0 0.1 0.4792
H -0.350 -2.474 2.350 0.1 0.0 0.1 0.3286
H -0.106 -1.556 0.081 0.1 0.1 0.0 0.6070
```
Positions in Å, forces in eV/Å.

Calculated values
E_HOMO in eV: -9.15
Structure (SMILES): CC(C)C[C@H](NC(=O)c1[nH]cnc1C(=O)N[C@@H](Cc1ccccc1)C(=O)OC(C)(C)C)C(=O)OCc1ccccc1
Gap between HOMO and LUMO in eV: 9.75
Electronic energy in a.u.: -1874.6921
E_LUMO in eV: 0.60

***

[3]
ORCA calculation (ωB97M-V/def2-TZVPD) on a molecular structure, C31H38N5O3PTl.

Structure (XYZ):
```
79
Properties=species:S:1:pos:R:3:forces:R:3:mulliken_charge:R:1
Tl -0.223 0.595 0.110 -0.4 0.0 -0.3 2.0389
C -0.281 -3.614 -2.907 0.0 0.1 -0.2 -0.9377
N -0.898 -3.645 -1.580 0.2 0.1 0.0 0.0576
C -1.658 -4.853 -1.266 -0.2 -0.2 0.1 -0.9217
C -0.849 -2.568 -0.820 -0.2 -0.3 0.2 0.5517
O -0.355 -1.491 -1.216 0.2 0.5 0.2 -0.4575
C -1.451 -2.639 0.580 -0.3 -0.1 -0.2 -1.1807
O -1.123 -1.492 1.352 0.2 0.1 -0.2 -0.2508
C -0.418 -1.722 2.560 0.0 0.1 0.2 -1.2872
C 0.986 -1.124 2.521 -0.3 -0.2 0.5 1.0249
O 1.343 -0.436 1.531 -0.5 0.9 -1.0 -0.9382
N 1.775 -1.318 3.555 0.2 0.1 -0.4 0.1379
C 1.468 -2.133 4.725 -0.1 -0.2 0.2 -0.9938
C 3.105 -0.703 3.600 0.2 0.1 0.0 -1.0060
H -0.006 -4.627 -3.185 0.0 0.0 0.0 0.3572
H 0.614 -2.999 -2.886 0.0 0.0 0.0 0.2875
H -0.971 -3.222 -3.657 0.0 0.0 0.0 0.3217
H -1.120 -5.718 -1.647 0.0 0.0 0.0 0.3106
H -2.636 -4.824 -1.750 0.0 0.0 0.0 0.3346
H -1.804 -4.992 -0.199 0.0 0.0 0.0 0.3816
H -1.127 -3.550 1.083 0.0 0.1 0.0 0.4925
H -2.540 -2.661 0.479 0.0 -0.1 0.0 0.4828
H -0.364 -2.788 2.780 0.0 0.0 0.0 0.5855
H -0.976 -1.225 3.358 0.0 -0.1 0.0 0.5894
H 0.449 -2.506 4.733 0.0 0.1 0.0 0.3795
H 1.621 -1.531 5.621 0.0 0.0 0.0 0.3588
H 2.156 -2.978 4.772 0.0 0.0 -0.1 0.3658
H 3.341 -0.253 2.644 0.0 0.0 0.0 0.2917
H 3.849 -1.462 3.835 -0.1 -0.1 0.0 0.3329
H 3.124 0.057 4.381 0.0 0.0 0.0 0.3543
N 1.372 0.630 -1.990 0.3 -0.2 0.2 -0.2470
C 0.916 1.321 -3.169 -0.4 0.3 -0.2 0.0851
C 1.684 1.364 -4.326 0.2 -0.1 0.1 -0.4826
C 1.232 2.005 -5.470 -0.1 0.0 0.0 -0.6955
C -0.017 2.614 -5.492 0.0 0.0 -0.1 -0.8719
C -0.798 2.596 -4.354 0.2 0.0 0.1 -0.3878
C -0.332 1.966 -3.193 -0.2 -0.1 0.2 0.5704
P -1.401 2.166 -1.777 0.8 -0.7 1.1 0.5053
C -3.043 1.576 -2.083 0.0 0.0 -0.1 0.7503
C -3.237 0.623 -3.092 0.0 0.2 0.1 -0.8176
C -4.502 0.110 -3.304 -0.1 -0.1 0.0 -0.8553
C -5.567 0.527 -2.512 0.1 0.1 0.0 -0.6599
C -5.373 1.475 -1.511 -0.1 -0.1 0.0 -0.9590
C -4.113 1.993 -1.281 0.1 0.0 0.0 -0.3924
C -1.308 3.803 -1.063 -0.3 -0.1 -0.1 0.9633
C -2.313 4.737 -1.329 0.2 0.0 -0.1 -0.5811
C -2.189 6.020 -0.819 -0.1 0.1 0.0 -0.7854
C -1.094 6.366 -0.040 0.0 -0.1 0.0 -0.6250
C -0.089 5.436 0.209 0.1 0.0 0.0 -0.7484
C -0.194 4.157 -0.301 -0.1 -0.1 -0.1 -0.4652
H 2.374 0.742 -1.874 0.0 0.1 0.0 0.3242
H 1.191 -0.370 -2.074 0.0 0.0 -0.1 0.2231
H 2.656 0.887 -4.334 0.0 0.0 0.0 0.4867
H 1.854 2.024 -6.355 0.0 0.0 0.0 0.4502
H -0.375 3.107 -6.385 0.0 0.0 0.0 0.4740
H -1.773 3.070 -4.352 0.0 0.0 -0.1 0.4911
H -2.408 0.320 -3.719 0.0 -0.1 0.0 0.4803
H -4.662 -0.616 -4.089 0.0 0.0 0.0 0.5055
H -6.555 0.118 -2.678 0.0 0.0 0.0 0.4631
H -6.209 1.806 -0.911 0.0 0.0 0.0 0.5153
H -3.955 2.723 -0.498 0.0 0.0 0.0 0.6705
H -3.157 4.482 -1.955 0.0 0.0 0.0 0.5042
H -2.954 6.754 -1.033 0.0 0.0 0.0 0.4820
H -1.024 7.361 0.378 0.0 0.0 0.0 0.4720
H 0.773 5.714 0.801 0.0 0.0 0.0 0.4762
H 0.585 3.426 -0.104 0.1 0.1 0.0 0.4678
N -4.876 3.596 3.746 0.1 -0.1 0.0 -0.4480
C -3.844 2.984 3.153 0.1 -0.1 -0.2 1.0590
C -4.007 1.758 2.469 -0.1 0.0 0.0 -0.8136
C -2.931 1.180 1.847 -0.1 0.2 0.1 -0.5081
N -1.702 1.726 1.844 0.5 -0.7 -0.4 0.0888
C -1.530 2.884 2.501 0.0 0.1 0.1 -0.7978
C -2.545 3.535 3.151 0.0 0.0 0.1 -0.7619
H -5.783 3.163 3.765 0.0 0.1 0.1 0.2103
H -4.742 4.428 4.293 0.0 0.0 0.0 0.2111
H -4.974 1.274 2.439 0.0 0.0 0.0 0.4175
H -3.033 0.238 1.320 -0.1 0.0 0.0 0.4899
H -0.529 3.294 2.505 0.0 0.0 0.0 0.5616
H -2.348 4.465 3.667 0.0 0.0 0.0 0.4407
```
Positions in Å, forces in eV/Å.

Calculated values
E_HOMO in eV: -16.13
Gap between HOMO and LUMO in eV: 6.21
Electronic energy in a.u.: -2216.5653
Net charge: +3
E_LUMO in eV: -9.92

***

[4]
ORCA calculation (ωB97M-V/def2-TZVPD) on 2 unconnected molecules or ions with the total composition C31H38NOSi.

Structure (XYZ):
```
72
Properties=species:S:1:pos:R:3:forces:R:3:mulliken_charge:R:1
C -1.103 -2.710 -0.375 0.0 0.0 -0.1 -1.1870
Si 0.327 -1.614 0.123 -0.2 0.1 0.3 0.5056
C 0.996 -2.207 1.757 0.2 -0.1 0.1 -0.9638
C 1.652 -1.610 -1.176 0.1 -0.2 -0.2 -1.0635
O -0.253 -0.046 0.219 -0.1 0.4 -0.1 -0.4493
C -0.183 0.940 1.235 -0.7 -0.3 -0.2 2.9676
C -1.104 0.524 2.409 0.3 0.6 0.0 -0.4120
C -2.117 -0.421 2.223 0.2 -0.3 0.4 -0.1476
C -2.832 -0.902 3.327 0.1 0.4 -0.2 -1.0499
C -2.638 -0.331 4.586 0.1 0.0 0.0 -0.6730
C -1.753 0.741 4.736 0.0 0.1 -0.3 -1.0522
C -1.008 1.191 3.641 -0.2 -0.5 0.1 -0.4287
C 1.299 1.176 1.559 0.0 -0.6 0.1 0.6834
C 1.872 0.883 2.798 0.4 0.3 -0.1 -0.6645
C 3.254 1.034 2.986 -0.3 0.0 0.0 -1.1137
C 4.079 1.377 1.918 0.2 0.1 0.0 -0.7208
C 3.528 1.573 0.648 -0.5 0.0 0.2 -0.8435
C 2.141 1.487 0.479 0.5 -0.1 -0.1 -1.5939
C -0.827 2.248 0.696 -0.7 0.5 1.3 -0.4198
C -2.220 2.034 0.070 0.4 -0.5 0.0 -0.6587
C -2.351 3.159 -0.950 -0.3 0.4 0.1 -1.0258
C -0.919 3.592 -1.275 0.1 -0.1 -0.9 0.1431
N -0.101 2.981 -0.270 0.8 -0.2 -1.0 0.9410
H -0.722 -3.728 -0.550 -0.2 0.2 0.0 0.3932
H -1.875 -2.770 0.404 0.2 0.0 -0.2 0.3151
H -1.569 -2.352 -1.304 0.1 -0.1 0.2 0.3294
H 1.110 -3.300 1.693 0.0 0.2 0.1 0.5150
H 1.981 -1.774 1.971 -0.2 -0.1 0.0 0.2549
H 0.326 -1.985 2.597 0.1 -0.1 -0.2 0.2946
H 2.085 -2.618 -1.258 0.0 0.2 -0.1 0.3692
H 1.229 -1.332 -2.150 0.1 -0.1 0.2 0.3121
H 2.457 -0.905 -0.931 -0.2 -0.2 0.0 0.2246
H -2.336 -0.801 1.223 0.3 0.0 0.4 0.5615
H -3.546 -1.713 3.176 0.1 0.3 0.1 0.4291
H -3.196 -0.705 5.447 0.2 0.1 -0.3 0.4070
H -1.627 1.232 5.703 -0.1 -0.2 -0.2 0.4351
H -0.328 2.044 3.735 -0.2 -0.4 0.1 0.4663
H 1.252 0.510 3.615 0.3 0.2 -0.3 0.6274
H 3.666 0.858 3.981 0.0 0.0 -0.3 0.4588
H 5.157 1.473 2.064 -0.3 -0.1 0.0 0.4500
H 4.153 1.790 -0.220 -0.1 -0.1 0.3 0.5254
H 1.700 1.641 -0.511 0.3 -0.3 0.4 1.1806
H -0.923 2.914 1.577 -0.3 -0.4 0.2 0.2425
H -2.222 1.059 -0.436 0.0 0.2 0.1 0.2503
H -3.003 2.018 0.837 0.2 0.1 -0.3 0.3930
H -2.884 2.854 -1.853 0.0 0.1 0.2 0.4052
H -2.886 4.005 -0.508 -0.1 -0.1 -0.1 0.3321
H -0.607 3.250 -2.275 -0.2 0.1 0.1 0.3628
H -0.813 4.679 -1.273 -0.3 0.0 -0.1 -0.2504
H 0.785 3.387 -0.006 -0.4 -0.3 -0.1 -1.0635
C 2.440 4.974 0.835 -0.4 -0.1 0.9 0.6229
C 1.890 5.623 2.148 0.1 -0.5 -0.7 -0.9813
C 0.660 6.356 1.687 0.5 -0.5 -0.7 -0.6202
C 0.425 6.164 0.343 -0.2 -0.1 0.8 -0.7204
C 1.442 5.337 -0.226 1.6 2.0 -0.1 0.5216
C 1.791 5.302 -1.625 -0.2 -0.3 -0.3 1.6155
C 1.039 6.049 -2.567 0.1 -0.2 -0.1 -0.1938
C 1.394 6.056 -3.913 -0.1 0.0 0.2 -0.8960
C 2.501 5.323 -4.356 -0.1 0.0 0.4 -0.4227
C 3.271 4.600 -3.434 0.0 -0.1 0.2 -0.8502
C 2.928 4.586 -2.085 -0.1 0.1 0.0 -0.4302
H 3.453 5.349 0.626 -0.4 -0.1 -0.3 0.6145
H 2.526 3.879 0.931 0.1 0.2 0.0 -0.7887
H 1.655 4.844 2.890 -0.1 0.4 0.0 0.3619
H 2.662 6.272 2.591 -0.5 0.0 0.0 0.4095
H 0.070 6.982 2.356 0.1 -0.2 -0.3 0.4666
H -0.397 6.600 -0.225 0.3 -0.1 0.3 0.3843
H 0.184 6.634 -2.227 0.3 -0.2 -0.2 0.3396
H 0.792 6.633 -4.614 0.2 -0.2 0.1 0.4181
H 2.774 5.329 -5.412 -0.1 0.0 0.3 0.4158
H 4.144 4.034 -3.769 -0.3 0.2 0.1 0.4179
H 3.543 4.030 -1.367 -0.3 0.2 -0.3 0.3213
```
Positions in Å, forces in eV/Å.

Calculated values
E_HOMO in eV: -10.80
Gap between HOMO and LUMO in eV: 5.32
Electronic energy in a.u.: -1623.3409
Net charge: +1
E_LUMO in eV: -5.48